21
Properties=species:S:1:pos:R:3 method="wB97M-V/def2-TZVPD" e_homo_ev=-13.43 charge=+1 relative_energy_kcal_mol=0.0 lumo_energy_ev=-4.0398 energy_ev=-23266.592 smiles="COC(=O)CC(=[NH2+])CSN"
N 2.92 -0.72 -1.09
O -1.55 0.20 -1.21
H -1.08 1.23 1.63
H 2.49 -1.11 -1.90
H -4.06 -1.73 0.51
H 3.94 -0.96 -0.96
C -0.60 0.47 1.04
H 2.00 0.46 2.16
C -1.62 0.07 -0.01
C 2.03 0.60 1.08
H 1.65 1.36 -1.20
S 2.28 -1.14 0.50
C 0.68 0.93 0.43
N 0.72 1.44 -0.74
H -0.14 1.40 -1.42
H -3.75 -1.07 -1.08
C -3.89 -0.77 0.04
H 2.86 1.19 0.77
H -0.45 -0.33 1.69
H -4.77 -0.13 0.24
O -2.65 -0.29 0.68